1.
A cluster of 2 separate species, C6H16O in total. Source: the OMol25 dataset; level of theory: the ωB97M-V functional and the def2-TZVPD basis.

```
23
Properties=species:S:1:pos:R:3:forces:R:3:nbo_charge:R:1
C 0.777 -2.346 0.448 0.7 1.4 0.3 -0.613
C 0.302 -1.084 1.197 0.2 -0.2 0.1 -0.382
C 0.098 0.202 0.356 0.2 -0.6 0.4 -0.225
C 1.301 0.587 -0.498 0.8 -0.5 0.2 -0.610
C -0.306 1.305 1.325 -1.2 1.0 0.0 -0.392
C -1.123 2.425 0.648 0.2 -0.3 -0.2 -0.601
H 1.607 -2.066 -0.199 0.1 -0.2 -0.1 0.197
H -0.001 -2.738 -0.198 -0.1 -0.4 0.2 0.212
H 1.193 -3.026 1.188 -0.4 -0.5 -0.2 0.211
H -0.595 -1.374 1.756 -0.4 0.4 -0.4 0.198
H 0.957 -0.805 2.033 0.5 -0.2 -0.3 0.191
H -0.667 -0.027 -0.397 -0.4 0.3 0.4 0.193
H 1.641 -0.303 -1.023 -0.1 0.1 -0.5 0.212
H 1.087 1.371 -1.220 -0.2 0.0 -0.1 0.209
H 2.202 0.897 0.046 -0.3 0.1 0.4 0.199
H 0.527 1.780 1.846 0.4 -0.4 -0.2 0.200
H -0.935 0.897 2.121 0.1 -0.1 0.0 0.197
H -0.660 2.681 -0.306 -0.2 0.0 -0.1 0.197
H -1.187 3.353 1.215 0.0 -0.1 0.2 0.207
H -2.138 2.067 0.474 0.0 0.1 -0.2 0.199
H -1.664 -0.584 -3.263 -0.6 0.1 -0.5 0.478
H -1.318 -1.875 -4.153 -0.5 0.4 -0.2 0.479
O -1.096 -1.335 -3.397 1.1 -0.5 0.7 -0.956
```
Forces are in eV/Å.

Results
Total charge ... 0
E_HOMO ... -10.56 eV
SMILES string ... CCC(C)CC.O
Orbital gap ... 11.3665 eV



2.
A cluster of 2 separate species, C6H16O in total. Source: the OMol25 dataset; level of theory: the ωB97M-V functional and the def2-TZVPD basis.

```
23
Properties=species:S:1:pos:R:3:forces:R:3:nbo_charge:R:1
C -1.250 2.248 -1.917 2.2 2.0 -0.7 -0.130
C -0.954 2.397 -0.464 -0.5 -1.7 2.0 -0.677
O -0.123 1.651 -2.596 -1.5 0.1 0.0 -0.156
H -2.164 1.777 -2.265 -0.5 -0.7 -0.1 0.319
H -1.224 3.241 -2.368 -0.5 0.1 -0.4 0.261
H -1.212 1.503 0.150 0.4 0.2 -0.5 0.259
H 0.133 0.822 -2.156 0.4 -0.6 0.5 0.515
H -1.587 3.133 0.041 -0.1 0.4 -0.7 0.301
H 0.087 2.655 -0.284 0.0 0.1 -0.1 0.258
C 0.412 -1.284 1.149 -0.1 0.4 1.1 -0.204
C 1.732 -0.836 1.859 0.1 -0.1 -1.1 -0.603
C 0.416 -1.940 -0.240 2.0 0.0 0.7 -0.599
C -0.238 -2.252 2.152 -0.6 -0.3 -0.7 -0.613
H -0.153 -0.325 1.048 -0.3 -0.7 0.4 0.168
H 1.622 -0.906 2.941 -0.1 0.2 -0.1 0.224
H 1.415 -2.400 -0.302 -0.4 -0.3 -0.4 0.229
H -0.346 -2.706 -0.323 -0.1 0.1 -0.2 0.228
H 0.378 -1.257 -1.086 -0.2 0.3 -0.1 0.152
H -1.050 -2.765 1.632 -0.7 0.4 0.5 0.206
H 0.335 -3.130 2.480 0.7 0.6 -0.2 0.227
H 2.005 0.186 1.593 0.1 0.0 0.1 0.197
H 2.564 -1.487 1.585 0.0 0.0 0.0 0.217
H -0.503 -1.700 3.051 -0.5 -0.2 0.0 0.221
```
Forces are in eV/Å.

Results
Total charge ... +1
E_HOMO (alpha / beta) ... -13.75 / -13.57 eV
Orbital gap (alpha / beta) ... 10.0737 / 2.8862 eV
Spin multiplicity ... 2
<S²> ... 0.75



3.
The ion C6H16O2PSi with charge -1. Source: the OMol25 dataset; level of theory: the ωB97M-V functional and the def2-TZVPD basis.

```
26
Properties=species:S:1:pos:R:3:forces:R:3:nbo_charge:R:1
C 0.519 3.585 1.857 0.9 0.3 -1.9 -0.594
C 0.476 -3.449 -0.455 -3.1 0.3 -2.6 -1.043
C -2.020 -1.439 -1.124 0.8 1.2 -1.0 -1.091
C 0.956 -0.903 -1.993 -3.6 -1.6 -0.2 -1.069
C 0.477 2.095 2.082 0.5 0.0 0.0 -0.426
C 0.514 1.333 0.737 0.8 -3.1 2.4 -0.748
O -1.354 -0.453 2.091 -0.2 0.3 -0.3 -1.178
O 1.074 -1.305 2.207 -0.1 1.0 -0.8 -1.172
Si -0.196 -1.576 -0.613 0.3 -1.3 0.2 1.151
P -0.016 -0.587 1.427 0.7 0.6 -0.4 1.804
H 1.370 3.973 1.167 -1.5 -0.8 0.9 0.179
H -0.470 3.801 1.450 0.2 0.6 -0.3 0.191
H 0.615 4.085 2.776 0.1 1.0 1.4 0.186
H 0.094 -3.967 0.389 -0.6 -0.4 0.9 0.226
H 0.101 -4.075 -1.412 1.2 1.3 1.9 0.191
H 1.513 -3.428 -0.306 1.6 0.0 -0.3 0.224
H -2.220 -2.092 -1.940 0.0 -0.7 -1.1 0.206
H -2.647 -1.801 -0.354 -0.7 0.2 1.1 0.244
H -2.305 -0.407 -1.501 0.3 -1.1 0.8 0.229
H 1.613 -1.691 -2.104 2.1 -1.2 -0.2 0.223
H 0.397 -0.841 -2.930 0.0 0.4 0.1 0.215
H 1.293 -0.018 -1.631 1.6 2.7 0.5 0.230
H -0.465 1.977 2.750 1.6 -0.7 -1.2 0.220
H 1.429 1.758 2.584 -1.3 0.2 0.1 0.204
H -0.123 1.652 -0.085 -0.1 0.1 0.1 0.196
H 1.601 1.144 0.445 -1.4 0.6 0.0 0.200
```
Forces are in eV/Å.

Results
Total charge ... -1
E_HOMO ... -3.76 eV
SMILES string ... CCC[P@](=O)([O-])[Si](C)(C)C
Orbital gap ... 7.4439 eV



4.
A structure of composition C6H16O2Si. Source: the OMol25 dataset; level of theory: the ωB97M-V functional and the def2-TZVPD basis.

```
25
Properties=species:S:1:pos:R:3:forces:R:3:nbo_charge:R:1
O 0.677 0.896 0.284 2.2 -1.4 0.1 -0.899
O -1.053 -0.789 -0.723 -0.1 0.3 -1.1 -0.905
C -0.252 2.294 1.848 0.7 2.7 -0.2 -0.612
C -0.650 -1.526 1.591 0.1 -0.3 0.0 -0.658
C -0.340 1.801 0.459 -0.5 0.0 0.1 -0.080
C -1.368 -1.790 0.191 0.6 0.1 2.7 -0.044
C 0.497 0.808 -2.584 -0.2 -1.4 0.5 -1.159
C 1.690 -1.462 -1.027 0.9 0.3 -0.6 -1.182
Si 0.432 -0.104 -0.962 0.8 -1.6 -1.2 2.140
H 0.753 2.788 1.995 -1.0 -0.7 0.1 0.212
H -1.007 3.064 2.000 -0.1 0.1 0.2 0.206
H -0.423 1.525 2.552 0.1 -0.9 0.7 0.210
H -0.900 -2.233 2.384 -0.8 -0.2 -0.2 0.215
H -0.875 -0.523 1.974 0.1 -0.3 -0.2 0.206
H 0.451 -1.685 1.612 -0.5 0.6 -0.7 0.211
H -1.257 1.262 0.282 -0.9 0.3 0.0 0.175
H -0.188 2.503 -0.335 -0.5 1.4 -0.1 0.168
H -2.469 -1.741 0.369 0.8 -0.4 -0.3 0.184
H -1.010 -2.786 -0.108 -0.5 0.2 -0.4 0.168
H 0.333 0.110 -3.411 -0.2 0.2 0.1 0.244
H 1.439 1.296 -2.753 0.4 0.5 0.1 0.245
H -0.314 1.475 -2.461 -0.8 1.2 -0.7 0.232
H 2.706 -1.066 -0.766 -0.8 -0.5 0.0 0.248
H 1.369 -2.242 -0.348 0.4 -0.3 0.1 0.233
H 1.759 -1.875 -2.067 -0.1 0.3 0.9 0.242
```
Forces are in eV/Å.

Results
Total charge ... 0
E_HOMO ... -9.94 eV
Orbital gap ... 10.9085 eV



5.
A cluster of 4 separate species, C6H16O3 in total. Source: the OMol25 dataset; level of theory: the ωB97M-V functional and the def2-TZVPD basis.

```
25
Properties=species:S:1:pos:R:3:forces:R:3:nbo_charge:R:1
C 0.847 1.593 -1.420 0.4 -1.5 -2.8 -0.616
C -0.470 1.805 -0.683 0.1 3.1 0.4 -0.458
C -1.342 0.628 -0.467 1.9 -0.1 0.8 -0.180
C -2.176 0.519 0.559 -0.1 -1.6 0.3 -0.203
C -2.562 -0.916 0.865 0.2 1.6 0.0 -0.197
C -1.717 -1.910 0.826 0.1 0.6 -0.4 -0.355
H 0.806 1.462 -2.648 -0.4 1.1 2.9 0.176
H 1.441 0.668 -1.227 -1.0 1.1 0.5 0.243
H 1.445 2.430 -1.092 0.6 0.2 -0.7 0.213
H -0.956 2.693 -1.180 -0.1 -1.1 0.0 0.218
H -0.245 2.381 0.311 -0.1 -1.5 -1.2 0.195
H -0.833 -0.300 -0.828 -1.3 0.6 -0.3 0.188
H -2.402 1.359 1.260 -0.2 -0.8 -0.9 0.215
H -3.556 -1.179 1.055 -1.6 0.0 0.5 0.196
H -0.727 -1.850 0.546 2.2 1.0 -0.4 0.163
H -1.905 -2.910 0.910 -1.5 -2.4 0.6 0.187
H 1.230 -0.263 2.561 3.9 4.4 0.8 0.449
H 0.939 -1.362 1.677 0.4 -0.5 -1.1 0.468
O 0.657 -0.913 2.449 -4.4 -4.0 0.7 -0.915
H 2.417 -1.212 -3.351 -0.7 0.1 -0.9 0.487
H 1.055 -0.826 -2.440 1.8 -0.5 -1.1 0.497
O 2.018 -1.079 -2.502 -1.0 0.1 1.9 -0.979
H 2.415 1.040 1.354 0.4 0.3 0.3 0.471
H 3.223 -0.007 0.490 -1.1 0.8 0.3 0.487
O 2.348 0.437 0.618 1.2 -1.1 -0.2 -0.951
```
Forces are in eV/Å.

Results
Total charge ... 0
E_HOMO ... -8.66 eV
SMILES string ... C=C/C=C/CC.O.O.O
Orbital gap ... 9.0672 eV



6.
A cluster of 2 separate species, C6H16S in total. Source: the OMol25 dataset; level of theory: the ωB97M-V functional and the def2-TZVPD basis.

```
23
Properties=species:S:1:pos:R:3:forces:R:3:nbo_charge:R:1
C 1.325 0.930 -2.785 -2.5 -0.4 -1.4 -0.520
C 1.164 1.106 -1.291 1.2 -3.2 1.4 -0.666
S 1.361 -0.904 -3.159 0.4 0.9 0.3 0.676
H 0.369 1.166 -3.382 1.1 -0.2 1.2 0.263
H 2.045 1.543 -3.282 1.2 -0.2 -0.2 0.282
H 1.657 1.936 -0.862 0.3 1.4 -0.1 0.276
H 2.647 -1.290 -2.912 -0.2 0.4 0.1 0.162
H 1.662 0.257 -0.636 -0.6 1.4 -1.8 0.254
H 0.154 0.973 -0.980 -0.8 0.4 0.1 0.256
C -1.002 -0.267 1.091 -0.7 -0.5 -2.4 -0.188
C -2.052 -1.231 1.784 -1.3 1.8 -1.9 -0.615
C -0.789 1.088 1.690 1.7 -0.3 0.9 -0.615
C 0.346 -1.065 0.898 -1.9 -1.4 0.1 -0.626
H -1.448 -0.101 -0.006 0.7 -0.3 2.1 0.159
H -1.775 -1.765 2.658 0.8 -0.1 0.9 0.217
H -2.235 -1.970 0.994 -0.3 -0.1 0.4 0.210
H -0.624 0.916 2.765 0.5 0.4 -0.2 0.220
H 0.066 1.649 1.215 -0.7 -0.7 0.7 0.188
H -1.615 1.727 1.644 -1.5 0.8 -0.3 0.222
H 1.304 -0.542 0.926 -0.4 0.1 0.3 0.199
H 0.289 -1.833 1.705 0.7 0.4 -0.7 0.235
H 0.206 -1.613 -0.079 0.6 0.3 0.9 0.187
H -3.054 -0.711 2.004 1.5 -0.6 -0.4 0.225
```
Forces are in eV/Å.

Results
Total charge ... +1
E_HOMO (alpha / beta) ... -13.85 / -13.84 eV
Orbital gap (alpha / beta) ... 9.8903 / 4.7305 eV
Spin multiplicity ... 2
<S²> ... 0.75



7.
A cluster of 2 separate species, C6H16S2 in total. Source: the OMol25 dataset; level of theory: the ωB97M-V functional and the def2-TZVPD basis.

```
24
Properties=species:S:1:pos:R:3:forces:R:3:nbo_charge:R:1
S 1.091 0.538 -1.416 -0.3 0.3 0.2 0.150
C 0.000 0.000 0.000 0.3 -0.8 -0.5 -0.732
C 2.577 -1.759 -0.874 -0.2 0.3 -0.5 -0.624
C 1.941 -0.952 -2.068 0.2 -1.1 1.2 -0.525
H -0.831 -0.609 -0.394 0.3 0.3 0.2 0.213
H -0.422 0.883 0.510 0.4 -0.2 -0.5 0.237
H 0.557 -0.600 0.739 -0.2 0.3 -0.3 0.214
H 1.839 -2.450 -0.433 0.3 0.3 -0.2 0.206
H 2.901 -1.047 -0.096 0.0 -0.4 -0.3 0.214
H 3.452 -2.342 -1.205 -0.4 0.2 0.1 0.213
H 1.274 -1.622 -2.644 0.2 0.5 0.2 0.208
H 2.757 -0.628 -2.742 -0.6 0.3 0.4 0.228
S 3.998 4.189 -7.220 0.0 1.3 -0.3 0.215
C 3.245 3.491 -8.687 0.2 -0.2 -1.0 -0.766
C 2.823 2.491 -5.421 0.4 0.8 0.4 -0.620
C 4.162 2.812 -6.155 -0.6 -2.3 0.6 -0.569
H 4.079 3.267 -9.374 -0.6 -0.1 0.0 0.216
H 2.613 4.271 -9.145 0.3 -0.4 0.2 0.232
H 2.640 2.578 -8.559 0.2 0.5 0.3 0.222
H 2.422 3.478 -5.136 -0.2 -0.6 0.1 0.214
H 2.952 1.886 -4.507 0.1 0.1 -0.4 0.209
H 2.089 1.989 -6.074 0.4 0.3 0.2 0.205
H 4.379 1.902 -6.746 0.4 0.5 0.1 0.210
H 5.023 2.991 -5.483 -0.6 0.0 -0.2 0.232
```
Forces are in eV/Å.

Results
Total charge ... 0
E_HOMO ... -8.29 eV
SMILES string ... CCSC.CCSC
Orbital gap ... 9.2349 eV



8.
A structure of composition C6H17AlO7S2. Source: the OMol25 dataset; level of theory: the ωB97M-V functional and the def2-TZVPD basis.

```
33
Properties=species:S:1:pos:R:3:forces:R:3:nbo_charge:R:1
Al -8.980 19.412 -17.827 0.5 1.1 0.3 1.188
O -8.791 21.632 -16.216 0.8 -1.0 -0.5 -0.499
H -8.896 22.584 -16.026 -0.4 -0.1 0.1 0.466
O -7.578 21.951 -19.210 0.2 -0.9 0.1 -0.885
S -7.637 23.361 -19.430 0.1 3.5 -0.9 2.320
O -6.512 24.158 -19.950 -2.3 -2.3 1.3 -0.779
O -8.911 23.525 -20.452 0.6 -1.0 0.8 -0.601
C -9.361 24.806 -20.775 0.4 2.6 -1.7 -0.113
C -9.863 24.935 -22.228 0.4 -0.9 0.0 -0.619
C -8.344 24.153 -17.946 0.7 -0.4 -0.4 -0.862
H -8.556 25.526 -20.631 0.4 0.0 0.0 0.221
H -10.150 25.263 -20.177 -0.6 -0.8 0.8 0.241
H -10.675 24.226 -22.389 -0.1 0.2 -0.2 0.232
H -9.057 24.707 -22.926 0.2 -0.4 0.1 0.246
H -10.146 25.947 -22.518 -0.3 0.0 0.7 0.257
H -7.643 23.930 -17.142 0.3 0.4 -0.1 0.250
H -9.290 23.673 -17.695 -0.1 0.1 -0.5 0.239
H -8.443 25.224 -18.121 0.1 -0.1 0.1 0.283
O -4.624 22.078 -17.122 0.0 -0.1 -1.3 -0.830
S -5.020 20.878 -16.502 1.4 -0.3 4.2 2.348
O -6.203 20.123 -16.938 0.0 -0.4 -0.5 -0.861
O -3.741 19.892 -16.299 -1.4 0.7 -1.3 -0.613
C -3.875 18.570 -15.704 -0.2 -0.5 -1.5 -0.078
C -4.112 17.510 -16.842 0.4 0.4 1.6 -0.616
C -5.236 21.297 -14.754 -1.1 0.7 -0.6 -0.879
H -4.649 18.556 -14.936 -0.1 0.1 -0.1 0.194
H -2.918 18.437 -15.200 0.1 -0.2 -0.1 0.255
H -3.251 17.364 -17.494 0.0 0.2 0.1 0.253
H -4.993 17.756 -17.436 0.0 0.1 0.1 0.213
H -4.280 16.595 -16.275 -0.1 -0.3 -0.3 0.241
H -6.306 21.503 -14.718 -0.1 -0.1 0.4 0.234
H -4.737 22.252 -14.588 0.3 -0.2 -0.1 0.283
H -4.958 20.573 -13.988 0.0 -0.2 -0.5 0.271
```
Forces are in eV/Å.

Results
Total charge ... +2
E_HOMO ... -16.99 eV
Orbital gap ... 2.6570 eV



9.
A structure of composition C6H17KNO2. Source: the OMol25 dataset; level of theory: the ωB97M-V functional and the def2-TZVPD basis.

```
27
Properties=species:S:1:pos:R:3:forces:R:3:nbo_charge:R:1
K 1.303 0.135 -3.138 0.0 0.2 0.3 0.983
C 2.654 1.358 0.400 0.7 0.5 -1.2 -0.635
C 2.604 2.691 -0.355 -0.1 0.6 1.1 -0.067
O 1.962 2.630 -1.614 -0.6 -0.6 -0.7 -0.773
H 3.020 1.543 1.410 -0.2 -0.2 0.0 0.246
H 3.376 0.722 -0.112 0.2 -0.2 0.1 0.202
H 1.705 0.823 0.382 -0.2 0.3 0.3 0.202
H 3.564 3.171 -0.543 0.5 -0.5 0.4 0.178
H 2.043 3.425 0.223 0.0 -0.1 0.4 0.168
H 1.659 3.535 -1.714 -0.3 -0.1 -0.7 0.489
C -1.279 0.357 -0.666 -1.6 -0.3 -0.4 -0.618
C -0.997 -1.134 -0.382 0.8 2.2 -0.3 -0.083
C -2.072 -2.003 0.338 0.8 0.7 -1.3 -0.070
O -2.606 -1.392 1.459 0.3 0.0 0.4 -0.513
C -1.812 -1.458 2.616 0.0 0.2 1.3 -0.264
N -0.443 -1.656 -1.637 0.1 -0.9 0.0 -0.892
H -1.818 0.465 -1.607 -0.2 0.0 -0.2 0.193
H -0.351 0.919 -0.773 0.0 0.0 0.3 0.187
H -1.943 0.813 0.068 0.3 0.1 0.3 0.245
H -0.080 -0.931 0.171 -0.1 -1.2 1.1 0.185
H -1.571 -2.957 0.496 -0.2 -0.4 0.5 0.169
H -2.922 -2.184 -0.320 0.1 0.0 -0.3 0.195
H -2.361 -0.939 3.402 -0.1 0.0 -0.1 0.207
H -0.824 -0.999 2.592 0.1 0.4 -0.7 0.161
H -1.616 -2.461 2.994 -0.3 -0.4 -0.3 0.176
H -1.167 -1.928 -2.286 -0.6 0.2 -0.2 0.362
H -0.030 -2.547 -1.402 0.4 -0.3 -0.1 0.367
```
Forces are in eV/Å.

Results
Total charge ... +1
E_HOMO ... -12.50 eV
Orbital gap ... 9.0620 eV



One value per record, in order, for max |F|: 1.57 3.07 4.07 2.77 5.94 3.74 2.40 4.46 2.36 eV Å⁻¹.